Model A:
Molecular formula: C2H5O2
Method: DFT, ωB97M-V with the def2-TZVPD basis set

Structure (ORCA input):
```
! wB97M-V def2-TZVPD RIJCOSX def2/J DEFGRID3
* xyz -1 1
O 1.690 2.038 1.375
C 0.184 -0.248 0.236
H -2.121 -0.304 -1.136
O -1.655 -1.176 -1.036
H 1.128 -0.386 0.763
H -0.500 0.452 0.700
H 1.358 2.844 0.884
C -0.265 -1.087 -0.743
H 0.180 -2.133 -1.045
*
```

Results
Orbital gap   5.882 eV
Highest occupied orbital energy   -2.1 eV
Lowest unoccupied orbital energy   0.1378 Ha

Model B:
Molecular formula: C2H5O2
Method: DFT, ωB97M-V with the def2-TZVPD basis set

Structure (ORCA input):
```
! wB97M-V def2-TZVPD RIJCOSX def2/J DEFGRID3
* xyz -1 1
H 0.818 1.956 -1.392
O -0.927 -1.161 2.205
H -1.104 -0.239 2.163
H -0.272 -1.335 1.517
C 0.789 1.066 -0.784
H -0.131 -0.171 -2.284
C 0.008 -0.032 -1.184
H 1.221 0.873 0.191
O -0.404 -0.957 -0.433
*
```

Results
Orbital gap   6.950 eV
Highest occupied orbital energy   -2.2 eV
Lowest unoccupied orbital energy   0.1745 Ha

On energetic grounds, model B is preferred over the next structure by 0.0741 hartree.

Model A:
Molecular formula: C7H8S
Method: DFT, ωB97M-V with the def2-TZVPD basis set

Structure (ORCA input):
```
! wB97M-V def2-TZVPD RIJCOSX def2/J DEFGRID3
* xyz 0 1
C -1.838 -0.275 -0.197
H -1.093 -2.443 -0.240
H -2.657 -0.208 0.825
H -2.038 2.061 0.061
H -2.446 -0.340 -1.283
H 2.734 1.626 0.332
S 3.983 -0.206 -0.073
C -0.797 -1.361 0.058
H -0.648 -1.700 1.153
C 2.509 0.684 -0.055
C 0.581 -1.083 -0.181
C -1.253 1.156 -0.012
H 1.335 -1.759 -0.236
C 0.067 1.359 -0.135
H 0.537 2.287 0.153
C 1.025 0.202 -0.168
*
```

Results
Orbital gap   7.582 eV
Highest occupied orbital energy   -8.4 eV
SMILES   S=CC1=CCCC=C1
Lowest unoccupied orbital energy   -0.0299 Ha

Model B:
Molecular formula: C7H8S
Method: DFT, ωB97M-V with the def2-TZVPD basis set

Structure (ORCA input):
```
! wB97M-V def2-TZVPD RIJCOSX def2/J DEFGRID3
* xyz 0 1
C -0.208 0.343 -2.216
C 1.034 -0.096 -1.604
H -0.025 1.293 1.956
S -1.345 -1.349 -0.346
H 1.702 -0.447 -2.322
C -1.311 -0.231 -1.744
C -0.259 -0.433 0.656
H -1.327 0.262 2.443
H 0.977 -2.297 0.744
H 1.703 -1.043 1.823
H -2.194 -0.075 -2.347
C 1.072 -1.170 0.847
C 0.942 -0.363 -0.300
H -1.603 1.202 1.107
H -0.204 0.943 -3.093
C -0.788 0.646 1.595
*
```

Results
Orbital gap   9.122 eV
Highest occupied orbital energy   -8.5 eV
SMILES   C[C@]12CC1=CC=CS2
Lowest unoccupied orbital energy   0.0243 Ha

On energetic grounds, model B is preferred over the next structure by 0.0243 hartree.

Model A:
Molecular formula: C4H10NOS
Method: DFT, ωB97M-V with the def2-TZVPD basis set

Structure (ORCA input):
```
! wB97M-V def2-TZVPD RIJCOSX def2/J DEFGRID3
* xyz 1 1
C -1.642 -0.361 -0.977
H -1.950 0.204 -1.911
H -0.946 -1.092 -1.255
H 0.268 -1.210 0.766
O -0.882 1.052 2.572
H 1.743 0.672 -1.895
C 0.059 0.363 2.349
N -1.001 0.552 -0.046
S 1.924 0.475 0.533
H -2.553 -0.878 -0.501
C 1.998 -0.134 -1.188
H -0.531 1.155 -0.605
H 0.584 -0.167 3.164
H 1.315 -1.067 -1.345
H 3.026 -0.402 -1.345
H -1.684 1.020 0.667
C 0.272 -0.182 1.015
*
```

Results
Orbital gap   10.054 eV
Highest occupied orbital energy   -14.0 eV
SMILES   C[NH2+][C@H](C=O)SC
Lowest unoccupied orbital energy   -0.1437 Ha

Model B:
Molecular formula: C4H10NOS
Method: DFT, ωB97M-V with the def2-TZVPD basis set

Structure (ORCA input):
```
! wB97M-V def2-TZVPD RIJCOSX def2/J DEFGRID3
* xyz 1 1
H -1.842 -0.854 0.231
H 1.707 -1.995 0.431
C -0.387 0.906 -1.450
H -0.953 -1.652 1.532
H 0.406 2.745 -0.565
H -1.392 0.500 -1.617
H -1.358 2.553 -0.391
H -0.737 -2.196 -0.150
S -0.138 1.192 1.180
H 2.351 -0.366 0.787
C -0.402 2.032 -0.415
N 0.216 -0.394 0.335
C 1.540 -1.065 0.962
O 0.495 -0.097 -0.978
H 1.363 -1.212 2.019
H 0.030 1.232 -2.404
C -0.899 -1.330 0.494
*
```

Results
Orbital gap   10.284 eV
Highest occupied orbital energy   -14.2 eV
SMILES   C[N+]1(C)OCCS1
Lowest unoccupied orbital energy   -0.1441 Ha

Model C:
Molecular formula: C4H10NOS
Method: DFT, ωB97M-V with the def2-TZVPD basis set

Structure (ORCA input):
```
! wB97M-V def2-TZVPD RIJCOSX def2/J DEFGRID3
* xyz 1 1
H -1.043 -0.244 2.202
C -0.020 0.110 2.066
C 0.306 0.461 0.624
H -1.560 -1.619 -0.291
H -1.502 -0.607 -3.250
O 0.840 0.201 2.894
C 0.447 -0.782 -0.275
H 0.906 -1.574 0.331
H 2.406 0.379 1.003
S -1.340 0.126 -2.125
H 2.043 0.984 -0.486
H 1.157 -0.727 -1.113
H -0.668 -2.147 -1.578
N 1.767 1.009 0.500
H 1.980 1.907 0.945
C -0.839 -1.226 -1.012
H -0.279 1.314 0.265
*
```

Results
Orbital gap   9.420 eV
Highest occupied orbital energy   -13.0 eV
SMILES   [NH3+][C@H](C=O)CCS
Lowest unoccupied orbital energy   -0.1317 Ha

On energetic grounds, model C is preferred over the next structure by 0.0418 hartree.

Model A:
Molecular formula: C4H5F2N
Method: DFT, ωB97M-V with the def2-TZVPD basis set

Structure (ORCA input):
```
! wB97M-V def2-TZVPD RIJCOSX def2/J DEFGRID3
* xyz 0 1
H 2.544 -0.621 -1.022
H -0.178 0.001 1.908
H 2.674 0.371 0.467
C -0.215 -0.036 0.898
C -2.153 0.350 0.084
F 0.136 -0.225 -1.355
F -2.934 -0.585 0.523
H 2.396 -1.358 0.708
C 2.105 -0.476 -0.024
N -2.191 1.279 -0.674
H -2.871 1.490 -1.438
C 0.688 -0.189 -0.075
*
```

Results
Orbital gap   10.285 eV
Highest occupied orbital energy   -9.4 eV
Lowest unoccupied orbital energy   0.0341 Ha

Model B:
Molecular formula: C4H5F2N
Method: DFT, ωB97M-V with the def2-TZVPD basis set

Structure (ORCA input):
```
! wB97M-V def2-TZVPD RIJCOSX def2/J DEFGRID3
* xyz 0 1
C 0.126 -0.281 1.062
N 2.296 -0.434 -0.381
H 0.028 0.637 1.814
C -1.020 -0.019 0.028
C 1.271 -0.382 0.198
C -0.480 0.954 -0.954
H 2.927 -1.252 -0.667
H -0.048 -1.288 1.573
H -0.969 0.888 -2.020
F -1.332 -1.285 -0.509
F -2.185 0.381 0.603
H -0.616 2.081 -0.748
*
```

Results
Orbital gap (spin up / spin down)   7.033 / 6.415 eV
Highest occupied orbital energy (spin up / spin down)   -7.2 / -6.8 eV
Lowest unoccupied orbital energy (spin up / spin down)   -0.0079 / -0.0152 Ha

On energetic grounds, model A is preferred over the next structure by 0.0329 hartree.